ORCA calculation (ωB97M-V/def2-TZVPD) on 2 unconnected molecules or ions with the total composition C3H6N2O.

Energy relative to the best compared isomer or geometry (same formula, charge and spin) in eV: 2.404
E_HOMO in eV: -9.10
2S+1: 1
Calculated total energy in hartree: -302.6048
Structure (SMILES): N#CC=O.CN
Frontier orbital gap in eV: 7.97

Last column: natural (NBO) charge in e.
CARTESIAN COORDINATES (ANGSTROEM)
H  -0.445  0.256  -1.598  0.35
C  0.136  1.780  0.584  0.15
H  -0.400  -2.329  -0.207  0.19
H  0.861  -0.481  -0.957  0.36
N  -0.037  -0.652  -1.399  -0.84
O  1.893  0.254  0.957  -0.43
C  -0.902  -1.401  -0.499  -0.41
H  -1.819  -1.681  -1.028  0.19
N  -0.727  2.303  0.018  -0.23
C  1.236  1.177  1.362  0.34
H  1.403  1.652  2.340  0.17
H  -1.201  -0.878  0.428  0.15